Record 1
{
  "formula": "C33H47F25IMgN3Na2O13PSSi2",
  "method": "ωB97M-V/def2-TZVPD",
  "multiplicity": 1,
  "total_charge": 1,
  "gap_ha": 0.02487,
  "symbols": ["C", "Si", "C", "C", "O", "C", "C", "Si", "P", "O", "I", "C", "F", "F", "C", "F", "F", "C", "F", "F", "C", "F", "F", "C", "F", "F", "C", "F", "F", "C", "F", "F", "C", "F", "F", "F", "S", "O", "O", "C", "F", "F", "C", "F", "F", "F", "H", "H", "H", "H", "H", "H", "H", "H", "H", "H", "H", "H", "H", "H", "C", "C", "N", "C", "C", "C", "C", "H", "H", "H", "H", "H", "H", "H", "H", "H", "H", "H", "H", "H", "H", "H", "Na", "N", "C", "C", "C", "C", "C", "H", "H", "H", "H", "H", "C", "C", "O", "O", "H", "H", "H", "N", "O", "O", "O", "C", "C", "O", "C", "O", "C", "F", "F", "F", "H", "H", "H", "H", "H", "Na", "O", "H", "Mg", "C", "O", "H", "H", "H", "H"],
  "coordinates": [[6.18330, -2.77869, -0.12843], [5.00365, -1.30037, -0.39355], [3.71011, -1.86284, -1.73188], [4.00567, -0.84724, 1.17581], [5.85147, 0.15182, -0.87798], [4.87341, 0.94295, -1.60955], [5.42782, 2.42561, -1.82348], [4.09434, 3.79420, -1.63017], [4.68076, 5.31463, -3.17095], [3.73353, 6.73032, -2.99157], [4.23897, 4.20742, -5.35560], [2.29444, 3.19424, -1.95291], [1.62640, 4.30096, -2.59104], [2.38371, 2.19169, -2.95297], [1.41217, 2.82369, -0.68972], [0.84033, 4.03705, -0.21516], [2.23033, 2.38056, 0.41688], [0.32159, 1.67229, -0.86080], [-0.12773, 1.41536, 0.48160], [0.98647, 0.45519, -1.21259], [-0.92936, 1.99470, -1.77790], [-0.44899, 1.95836, -3.12507], [-1.47263, 3.28189, -1.64176], [-2.10953, 0.90626, -1.77416], [-2.84462, 1.17216, -2.96500], [-1.62258, -0.42220, -1.96849], [-3.01852, 0.84833, -0.46395], [-2.47158, -0.23099, 0.31206], [-2.93212, 1.96537, 0.38656], [-4.53134, 0.40109, -0.73016], [-4.65090, -0.62203, -1.70594], [-4.97475, -0.21103, 0.48134], [-5.58046, 1.52785, -1.08993], [-5.53827, 1.99357, -2.41227], [-6.86692, 0.93036, -0.95480], [-5.60567, 2.64773, -0.26229], [4.45212, 4.75436, 0.28357], [3.26794, 5.48091, 0.87468], [5.49260, 5.83340, 0.02378], [5.22009, 3.62500, 1.56640], [5.04738, 2.23263, 1.29993], [6.62407, 3.84145, 1.51692], [4.74509, 3.88105, 3.08299], [3.56401, 3.12061, 3.33911], [5.75070, 3.30342, 3.91278], [4.65990, 5.20552, 3.45747], [5.55932, -3.72845, 0.00084], [6.79230, -2.90889, -1.08319], [6.81168, -2.64536, 0.80955], [2.77417, -1.22364, -1.64345], [4.20250, -1.61721, -2.75890], [3.50194, -2.98010, -1.66431], [4.63610, -0.82596, 2.14929], [3.45765, 0.13048, 0.96082], [3.20275, -1.65430, 1.33682], [4.80694, 0.47317, -2.65962], [3.86938, 0.97435, -1.07219], [5.87365, 2.48038, -2.88228], [6.29677, 2.69243, -1.11782], [2.77269, 6.54416, -3.06182], [-3.28390, -6.99095, -4.16641], [-3.65038, -5.98461, -3.08312], [-2.67269, -5.89925, -2.00783], [-3.15581, -5.15163, -0.84788], [-3.45670, -3.66690, -1.03825], [-1.29947, -5.61084, -2.40749], [-1.04162, -4.32234, -3.18932], [-3.10808, -7.98474, -3.74347], [-4.10210, -7.07447, -4.88326], [-2.39332, -6.68726, -4.72388], [-4.60859, -6.30650, -2.66015], [-3.82803, -5.00788, -3.55060], [-2.44364, -5.26386, -0.02332], [-4.07133, -5.63814, -0.49086], [-2.54186, -3.07488, -1.09823], [-4.01762, -3.29294, -0.17668], [-4.05943, -3.47214, -1.92729], [-0.93564, -6.45070, -3.01044], [-0.65476, -5.62126, -1.52270], [-1.77610, -4.15468, -3.97998], [-0.05792, -4.37442, -3.66751], [-1.02868, -3.44953, -2.53636], [4.08268, 0.69088, 3.36993], [-6.25676, -5.99992, 2.24524], [-6.53718, -4.77947, 1.76164], [-6.31653, -3.60369, 2.46071], [-5.77823, -3.68996, 3.73686], [-5.48089, -4.93900, 4.26197], [-5.73518, -6.05550, 3.48146], [-6.95932, -4.76444, 0.76172], [-6.55978, -2.64506, 2.01918], [-5.59229, -2.79216, 4.31633], [-5.06095, -5.04389, 5.25412], [-5.51681, -7.05203, 3.84639], [9.27796, 4.06726, 3.39976], [9.80886, 2.90702, 4.25902], [10.91154, 3.11664, 4.79495], [9.06272, 1.90697, 4.30668], [9.97164, 4.90828, 3.39846], [9.13953, 3.72922, 2.37134], [8.31861, 4.40811, 3.79625], [1.40975, 1.21591, -5.77223], [0.33636, 0.60803, -5.91912], [1.46209, 2.44958, -5.95106], [2.44692, 0.58680, -5.43693], [-2.67398, 4.34298, 1.81569], [-3.70657, 4.96946, 0.90008], [-4.06544, 6.27900, 1.36149], [-3.22785, 7.27622, 1.01473], [-2.22851, 7.12538, 0.36392], [-3.75362, 8.61562, 1.52450], [-4.18689, 8.54618, 2.79911], [-4.79406, 9.05552, 0.78931], [-2.82340, 9.58274, 1.49083], [-3.02799, 4.34072, 2.84976], [-2.45895, 3.31917, 1.51348], [-1.73954, 4.91026, 1.80124], [-4.61882, 4.37140, 0.91475], [-3.35971, 5.00269, -0.13633], [4.49526, -2.48274, -4.53036], [6.70367, 7.24799, 4.23200], [5.88682, 6.81985, 3.97875], [-4.71275, -7.63968, -6.39342], [-6.97069, -8.39877, 6.48347], [-5.80265, -7.72195, 6.03722], [-7.83231, -8.00341, 5.94567], [-6.87802, -9.46844, 6.28041], [-7.10680, -8.23336, 7.55492], [-5.05626, -8.08878, 6.52667]]
}

=====

Record 2
{
  "formula": "C33H47InNO2SSi3",
  "method": "ωB97M-V/def2-TZVPD",
  "multiplicity": 1,
  "total_charge": 1,
  "de_lowest_kj_mol": 0.0,
  "gap_ha": 0.28833,
  "symbols": ["In", "C", "O", "Si", "C", "C", "C", "Si", "C", "C", "C", "Si", "C", "C", "C", "H", "H", "H", "H", "H", "H", "H", "H", "H", "H", "H", "H", "H", "H", "H", "H", "H", "H", "H", "H", "H", "H", "H", "H", "H", "H", "H", "C", "C", "C", "C", "C", "C", "C", "C", "C", "C", "C", "C", "C", "C", "C", "N", "H", "H", "H", "H", "H", "H", "H", "H", "H", "H", "C", "C", "C", "C", "C", "C", "C", "S", "C", "O", "H", "H", "H", "H", "H", "H", "H", "H", "H", "H"],
  "coordinates": [[1.05829, -0.18804, 0.42827], [-2.79392, 0.58836, -1.45579], [-1.38875, 0.15024, -1.39031], [-0.43514, -0.34569, -2.68499], [-0.19592, 1.19844, -3.74343], [-1.39175, -1.61012, -3.72020], [1.12185, -1.08749, -1.79784], [1.14158, -3.05852, -1.70996], [1.74525, -3.83348, -3.32717], [2.34797, -3.73980, -0.34365], [-0.57090, -3.80438, -1.25424], [2.73344, -0.49154, -2.58387], [3.07005, 1.40968, -2.27072], [4.32627, -1.33293, -1.91309], [2.70491, -0.86084, -4.49120], [-3.49603, -0.21882, -1.47585], [-2.94713, 1.26551, -2.31748], [-2.96072, 1.17645, -0.54344], [-1.16684, 1.41541, -4.20708], [0.48300, 1.03215, -4.59955], [0.18635, 2.10594, -3.25480], [-1.75144, -1.11563, -4.63540], [-2.26058, -1.89915, -3.06712], [-0.77787, -2.43107, -4.08790], [2.80812, -3.62334, -3.44393], [1.21678, -3.50019, -4.26301], [1.60943, -4.88650, -3.24921], [3.42106, -3.77293, -0.60683], [2.09074, -4.78387, -0.09614], [2.31314, -3.15995, 0.59969], [-1.03509, -3.14705, -0.52054], [-0.47285, -4.75329, -0.74284], [-1.18896, -4.04316, -2.10451], [2.51324, 1.78417, -1.43565], [2.74511, 2.00258, -3.10301], [4.09730, 1.61076, -2.01211], [4.53670, -1.11280, -0.82560], [5.11968, -0.96579, -2.56554], [4.25197, -2.42232, -1.99689], [1.67722, -1.09350, -4.85262], [3.31347, -1.74095, -4.71015], [3.08291, -0.01848, -5.12283], [4.69305, -1.31588, 2.78082], [4.63927, -0.41458, 3.82028], [3.76377, 0.66413, 3.76802], [2.80410, 0.74005, 2.68200], [2.85214, -0.24450, 1.68595], [3.78720, -1.21932, 1.72055], [1.90431, 1.89941, 2.57485], [1.80724, 2.78392, 3.66693], [0.86345, 3.80759, 3.63707], [0.13644, 4.01505, 2.44419], [-0.68908, 5.19941, 2.22760], [-1.30710, 5.40104, 1.05240], [-1.08707, 4.54047, -0.03580], [-0.29618, 3.40740, 0.16625], [0.32500, 3.12176, 1.38166], [1.08591, 1.97935, 1.49021], [5.48327, -2.11669, 2.73921], [5.28467, -0.58137, 4.73011], [3.69328, 1.37248, 4.58297], [3.85505, -1.87865, 0.86734], [2.36294, 2.57617, 4.56973], [0.60434, 4.40027, 4.46251], [-0.77631, 5.75993, 3.12995], [-2.00431, 6.22025, 0.91133], [-1.47766, 4.81501, -1.01892], [-0.20638, 2.66356, -0.64456], [-7.01004, 1.09169, 0.93541], [-5.70467, 0.43122, 1.37653], [-4.66039, 1.15392, 1.95975], [-3.45923, 0.52471, 2.28342], [-3.29032, -0.77545, 1.93328], [-4.36041, -1.57894, 1.45965], [-5.55148, -0.95762, 1.14393], [-1.67704, -1.49995, 2.27846], [-1.60074, -1.31295, 4.08008], [-0.63405, -0.41161, 1.83448], [-7.23104, 0.95799, -0.16786], [-6.93377, 2.16080, 1.12637], [-7.88667, 0.67429, 1.43831], [-4.80425, 2.19292, 2.21163], [-2.66751, 1.08996, 2.77788], [-4.29713, -2.68556, 1.41540], [-6.38241, -1.45603, 0.65851], [-1.03707, -0.45209, 4.41525], [-1.14221, -2.23309, 4.52146], [-2.65287, -1.20858, 4.42394]]
}